{"formula": "C5H16N8O7Zn", "method": "wB97M-V/def2-TZVPD", "elements": ["Zn", "C", "O", "O", "O", "C", "O", "N", "N", "H", "H", "H", "H", "C", "O", "N", "N", "H", "H", "H", "H", "C", "O", "N", "N", "H", "H", "H", "H", "C", "O", "N", "N", "H", "H", "H", "H"], "coordinates": [[-17.6808, -17.9018, 4.3694], [-19.7240, -19.0798, 3.5743], [-20.8518, -19.5500, 3.3132], [-18.7175, -18.8945, 2.8705], [-19.6348, -18.4488, 4.6378], [-16.5569, -20.2933, 6.3528], [-17.1122, -19.3800, 5.6136], [-15.6248, -19.9614, 7.1466], [-16.8835, -21.5427, 6.4189], [-15.0986, -19.1144, 6.9860], [-15.4490, -20.7588, 7.7410], [-17.5309, -21.8562, 5.7099], [-16.4231, -22.2175, 7.0129], [-18.8619, -15.0724, 3.3885], [-18.2806, -16.1279, 3.6726], [-19.8302, -14.5763, 4.1498], [-18.6007, -14.2925, 2.4381], [-20.4063, -13.8439, 3.7601], [-20.1741, -14.9930, 5.0031], [-17.8913, -14.5326, 1.7604], [-19.0419, -13.3859, 2.3789], [-16.2959, -15.6579, 6.1413], [-16.5786, -16.7608, 5.6245], [-17.0922, -14.6776, 6.2723], [-15.0361, -15.3640, 6.5017], [-16.8982, -13.8482, 6.8151], [-17.9426, -14.6745, 5.7274], [-14.9099, -14.4811, 6.9757], [-14.4141, -16.0775, 6.8541], [-15.6083, -18.1719, 2.0984], [-15.9161, -18.0389, 3.2629], [-14.6060, -17.5138, 1.5378], [-16.4378, -18.6555, 1.2046], [-14.5741, -17.5359, 0.5285], [-14.2427, -16.7665, 2.1120], [-17.2485, -19.1234, 1.5843], [-16.1261, -18.8989, 0.2753]], "forces_ev_per_a": [[-1.6, -1.4, -0.4], [-4.9, 0.4, 0.0], [0.3, -1.7, -1.7], [4.4, -1.2, -4.6], [1.0, 2.7, 6.2], [-3.7, 5.4, -4.8], [1.7, -4.1, 2.0], [3.3, 0.6, 3.2], [-2.1, -3.3, -1.1], [-0.1, -0.4, 0.5], [1.5, 1.1, 0.6], [-0.2, -0.2, 0.3], [-0.2, 0.2, -0.4], [-0.2, -4.4, 4.1], [-0.1, 2.1, -1.1], [-2.3, 1.2, 2.1], [2.2, 3.4, -5.5], [0.0, -0.3, 0.3], [0.1, -0.6, -0.5], [-0.2, 0.0, 0.1], [0.3, -0.3, -0.2], [1.9, -4.6, -1.8], [1.0, 1.7, 1.6], [-4.1, 3.8, 0.1], [2.1, 0.3, 1.2], [0.1, -0.3, -0.3], [0.0, -0.1, 0.2], [0.2, -0.1, -0.1], [-0.3, -0.1, -0.4], [-1.9, 1.4, -0.7], [0.9, -0.1, 2.1], [2.7, 0.7, -0.2], [-1.3, -2.2, -1.4], [0.4, 0.6, 0.4], [0.3, -0.1, -0.6], [-0.9, -0.2, 0.2], [-0.2, 0.0, 0.2]], "e_homo_ev": -4.819, "gap_ev": 4.7303, "energy_ev": -80118.0667}